1.
C14H21CeCl2NO4 | ωB97M-V/def2-TZVPD

The geometry in XYZ format:
```
43
Properties=species:S:1:pos:R:3:lowdin_charge:R:1
C -0.773 0.657 -2.722 -0.270
C -1.602 -0.436 -2.349 -0.321
C -0.757 -1.515 -1.995 -0.277
C -3.064 -0.442 -2.372 -0.106
C 0.593 -1.101 -2.170 -0.276
C 0.585 0.246 -2.553 -0.264
C 1.775 1.082 -2.741 -0.095
C -1.239 1.989 -3.146 -0.092
C -1.184 -2.838 -1.507 -0.093
C 1.774 -1.970 -2.120 -0.094
Ce 0.680 1.824 1.100 0.642
Cl -1.675 0.472 0.766 0.046
Cl -0.387 4.103 0.266 -0.088
O 1.942 0.372 0.471 -0.369
H -3.485 0.531 -2.106 0.057
H -3.444 -1.241 -1.735 0.056
H -3.405 -0.665 -3.383 0.057
H -1.944 -2.743 -0.707 0.064
H -0.331 -3.456 -1.155 0.058
H -1.654 -3.398 -2.330 0.056
H 1.657 -2.791 -1.415 0.049
H 2.683 -1.449 -1.822 0.052
H 1.940 -2.418 -3.108 0.064
H 2.620 0.682 -2.174 0.055
H 1.649 2.081 -2.313 0.049
H 2.052 1.195 -3.800 0.064
H -2.072 2.275 -2.485 0.059
H -1.638 2.036 -4.181 0.059
H -0.440 2.739 -3.023 0.062
H 2.464 -0.426 0.687 0.067
O 2.755 2.656 -0.236 -0.497
H 3.138 3.603 -0.190 -0.032
O 1.179 2.132 3.763 -0.110
C 0.691 1.028 4.151 -0.487
C 0.741 0.400 5.604 -0.091
C 0.187 -1.008 5.368 -0.116
C -0.048 -1.083 3.846 -0.451
O -0.192 -2.042 3.111 0.052
N 0.101 0.215 3.262 0.038
H 1.715 0.377 6.123 0.105
H 0.085 0.955 6.289 0.102
H 0.827 -1.832 5.719 0.109
H -0.778 -1.156 5.867 0.107
```

HOMO energy (alpha / beta) = 0.60 / 0.60 eV
Molar mass = 478.35 g mol⁻¹
2S+1 = 1
Charge = -2


2.
C14H21Cl18NO6 | ωB97M-V/def2-TZVPD

The geometry in XYZ format:
```
60
Properties=species:S:1:pos:R:3:lowdin_charge:R:1
C 18.957 1.170 -4.515 -0.051
O 19.893 0.157 -4.156 0.016
C 19.776 -0.393 -2.959 -0.617
O 18.990 -0.061 -2.103 0.075
O 20.749 -1.276 -2.815 -0.033
C 20.859 -1.884 -1.534 -0.059
H 18.440 0.891 -5.426 0.101
H 19.499 2.106 -4.661 0.100
H 18.279 1.390 -3.693 -0.016
H 21.709 -2.552 -1.593 0.085
H 19.944 -2.298 -1.108 0.092
H 21.075 -1.135 -0.767 0.033
C 21.500 7.329 -0.685 -0.069
O 22.078 8.606 -0.823 0.019
C 22.964 9.021 0.056 -0.618
O 23.390 8.382 0.978 0.096
O 23.242 10.296 -0.213 0.016
C 24.095 10.922 0.729 -0.050
H 22.090 6.533 -1.145 0.034
H 20.507 7.302 -1.126 0.098
H 21.417 7.086 0.378 0.051
H 25.129 10.619 0.557 0.099
H 23.787 10.717 1.753 0.096
H 24.080 12.005 0.617 0.092
Cl 22.785 7.429 4.030 0.524
C 22.547 6.002 2.999 -1.530
Cl 20.834 5.663 2.841 0.532
Cl 23.402 4.623 3.748 0.483
H 22.951 6.172 2.008 -0.020
Cl 15.414 2.447 -0.367 0.525
C 16.770 2.199 -1.483 -1.529
Cl 18.045 3.378 -1.161 0.600
Cl 16.230 2.277 -3.138 0.609
H 17.175 1.205 -1.328 -0.009
Cl 25.257 2.085 2.109 0.534
C 23.904 1.050 1.677 -1.484
Cl 24.034 0.658 -0.036 0.510
Cl 22.354 1.874 1.965 0.521
H 23.930 0.157 2.288 0.022
Cl 24.388 3.431 -3.645 0.504
C 24.891 4.003 -2.041 -1.550
Cl 24.934 5.769 -2.000 0.557
Cl 26.446 3.298 -1.594 0.525
H 24.147 3.632 -1.347 -0.043
Cl 19.651 -0.065 1.183 0.560
C 18.295 -0.951 1.890 -1.506
Cl 16.930 0.134 2.202 0.527
Cl 18.797 -1.739 3.404 0.523
H 17.946 -1.720 1.214 0.015
Cl 23.650 -0.061 -3.065 0.523
C 24.550 -1.459 -3.644 -1.505
Cl 23.648 -2.302 -4.861 0.575
Cl 24.919 -2.530 -2.238 0.496
H 25.503 -1.191 -4.081 0.018
C 21.117 2.520 -1.313 -0.116
C 21.639 3.698 -0.633 -0.266
N 22.095 4.645 -0.169 0.177
H 20.447 2.830 -2.120 0.047
H 20.489 1.874 -0.708 0.023
H 21.953 1.992 -1.770 0.039
```

Structure (SMILES) = COC(=O)OC.COC(=O)OC.ClC(Cl)Cl.ClC(Cl)Cl.ClC(Cl)Cl.ClC(Cl)Cl.ClC(Cl)Cl.ClC(Cl)Cl.CC#N
HOMO energy = -10.44 eV
Molar mass = 937.48 g mol⁻¹
2S+1 = 1


3.
C14H21Cl2HoN4O2 | ωB97M-V/def2-TZVPD

The geometry in XYZ format:
```
44
Properties=species:S:1:pos:R:3:lowdin_spin:R:1
Ho 0.046 0.821 -0.040 4.029
C -0.496 -1.914 0.958 -0.001
C -0.679 -1.012 2.001 -0.002
C -1.719 -0.079 1.951 -0.002
C -2.591 -0.071 0.863 -0.001
C -2.426 -0.995 -0.168 0.000
C -1.380 -1.909 -0.124 -0.001
H 0.275 -2.671 1.020 0.000
H -0.073 -1.099 2.893 0.000
H -1.908 0.567 2.798 0.000
H -3.434 0.606 0.847 0.000
H -3.141 -1.027 -0.979 0.000
H -1.279 -2.657 -0.899 0.000
N 2.422 0.116 -0.245 -0.006
C 3.175 0.053 1.031 0.000
C 2.919 1.311 1.817 0.000
N 1.460 1.431 2.093 -0.004
H 2.422 -0.781 -0.733 0.000
H 2.926 0.728 -0.881 0.000
H 4.243 -0.077 0.868 0.000
H 2.826 -0.818 1.587 0.000
H 3.226 2.180 1.237 0.000
H 3.500 1.311 2.736 0.000
H 1.282 2.352 2.479 0.000
H 1.245 0.802 2.859 0.000
C 1.135 -2.215 -5.021 0.000
N 0.455 -1.243 -4.136 0.000
C -0.559 -0.473 -4.609 0.000
C -1.222 0.440 -3.857 0.000
C -0.776 0.563 -2.530 0.000
O -1.241 1.402 -1.654 -0.002
N 0.208 -0.217 -2.045 -0.005
C 0.859 -1.160 -2.803 0.000
O 1.774 -1.839 -2.371 0.000
H 1.127 -1.823 -6.034 0.000
H 0.628 -3.177 -4.993 0.000
H 2.154 -2.341 -4.683 0.000
H -0.803 -0.625 -5.654 0.000
H -2.012 1.058 -4.257 0.000
Cl -1.166 3.144 0.932 -0.002
C -0.286 4.180 -0.232 0.000
Cl 1.130 3.276 -0.846 -0.002
H 0.068 5.060 0.282 0.000
H -0.938 4.405 -1.062 0.000
```

ΔE to the lowest compared entry with this formula, charge and spin = 88.6 kJ/mol
HOMO energy (alpha / beta) = -14.97 / -14.97 eV
Molar mass = 513.18 g mol⁻¹
2S+1 = 5
Charge = +2


What strongest force on any atom values result from the calculations? In sequence: 2.8; 1.5; 1.8 eV Å⁻¹.